ORCA calculation (the ωB97M-V functional and the def2-TZVPD basis) on a molecular structure, C4H19AgNO6 at a distorted geometry.

Computed properties:
HOMO energy (alpha / beta): -7.988 / -6.581 eV
Expectation value of S²: 0.763
Multiplicity: 2
Energy above the lowest of the compared OMol25 structures with the same formula, charge and spin: 23.0 kcal per mole
Total charge: 0

Atoms and positions in Å:
1 Ag -2.019 -20.936 -0.510
2 O -2.404 -20.606 -2.597
3 H -1.956 -20.716 -3.437
4 O -3.141 -18.974 -0.447
5 H -3.425 -18.215 0.065
6 C -3.629 -23.885 0.889
7 C -4.103 -23.423 -0.489
8 C -5.386 -24.111 -0.919
9 O -6.458 -23.733 -0.058
10 C -6.880 -24.789 0.770
11 N -4.162 -21.958 -0.493
12 H -2.686 -23.410 1.153
13 H -3.581 -24.962 1.039
14 H -4.326 -23.478 1.637
15 H -3.294 -23.694 -1.174
16 H -5.312 -25.204 -0.989
17 H -5.711 -23.867 -1.939
18 H -7.556 -24.499 1.574
19 H -6.036 -25.291 1.257
20 H -7.412 -25.546 0.180
21 H -4.905 -21.617 0.123
22 H -4.582 -21.693 -1.390
23 O -2.007 -20.534 1.859
24 H -1.758 -19.702 2.278
25 H -2.299 -21.106 2.579
26 O 0.131 -19.927 -0.516
27 H 1.033 -20.196 -0.732
28 H 0.107 -18.971 -0.662
29 O -0.676 -22.965 -0.714
30 H -0.847 -23.619 -1.404
31 H 0.131 -23.262 -0.278